1.
DFT (ωB97M-V with the def2-TZVPD basis set) results for C27H48NO4S4SiW as an isolated structure.

Results
* total energy: -91482.4401 eV
* HOMO-LUMO gap (spin up / spin down): 6.0 / 6.2 eV
* 2S+1: 1
* energy relative to the best compared isomer or geometry (same formula, charge and spin): 0.00 kJ/mol
* charge: +3

Each line ends with the Mulliken charge.
Positions of all 86 atoms, in Å:
W  -1.34  1.94  -0.90  0.22
C  -2.24  4.58  -3.07  -0.76
C  -3.12  4.77  -1.84  -0.79
S  -3.59  3.26  -0.92  0.01
C  -4.70  2.30  -2.00  -0.86
C  -4.05  1.62  -3.19  -0.68
S  -2.55  0.65  -2.73  0.12
C  -1.42  0.99  -4.13  -0.32
C  -0.82  2.39  -4.28  -0.82
S  -0.78  3.47  -2.79  0.17
H  -1.81  5.54  -3.34  0.58
H  -2.81  4.20  -3.91  0.40
H  -4.04  5.28  -2.12  0.58
H  -2.61  5.37  -1.09  0.32
H  -5.50  2.96  -2.33  0.53
H  -5.13  1.56  -1.32  0.41
H  -3.79  2.32  -3.98  0.32
H  -4.76  0.90  -3.60  0.55
H  -1.96  0.72  -5.04  0.64
H  -0.63  0.25  -3.98  0.06
H  -1.32  2.96  -5.06  0.46
H  0.23  2.29  -4.55  0.45
C  3.73  0.02  0.67  -1.41
C  4.13  -1.43  0.41  1.69
C  5.33  -1.84  1.26  -1.79
C  4.37  -1.68  -1.07  -1.56
O  3.02  -2.26  0.88  0.06
Si  1.77  -3.03  0.37  -0.57
S  0.51  0.74  -1.40  -0.40
O  1.31  -2.89  -1.12  0.67
C  0.40  -3.52  -2.06  1.51
C  1.03  -4.83  -2.51  -1.83
C  -0.95  -3.75  -1.38  -1.43
C  0.28  -2.52  -3.20  -1.28
O  0.85  -3.84  1.34  0.25
C  0.85  -4.37  2.70  1.48
C  1.27  -3.28  3.66  -1.45
C  1.80  -5.56  2.73  -1.63
C  -0.59  -4.80  2.94  -1.63
H  4.54  0.68  0.37  0.47
H  3.53  0.17  1.73  0.37
H  2.84  0.27  0.10  0.03
H  6.19  -1.25  0.98  0.46
H  5.57  -2.89  1.09  0.42
H  5.12  -1.69  2.31  0.38
H  5.24  -1.12  -1.40  0.53
H  3.51  -1.36  -1.65  0.20
H  4.56  -2.73  -1.25  0.40
H  1.16  -5.50  -1.65  0.42
H  2.00  -4.65  -2.96  0.37
H  0.39  -5.31  -3.24  0.45
H  -0.84  -4.44  -0.55  0.32
H  -1.65  -4.18  -2.10  0.50
H  -1.35  -2.80  -1.02  0.20
H  1.26  -2.32  -3.63  0.41
H  -0.13  -1.59  -2.81  -0.10
H  -0.37  -2.92  -3.98  0.56
H  2.30  -2.98  3.47  0.26
H  1.21  -3.64  4.68  0.50
H  0.63  -2.41  3.56  0.35
H  2.81  -5.23  2.50  0.36
H  1.49  -6.31  2.00  0.37
H  1.80  -6.02  3.71  0.45
H  -1.27  -3.95  2.87  0.33
H  -0.68  -5.23  3.94  0.47
H  -0.90  -5.55  2.22  0.38
C  1.39  4.20  1.15  -1.61
C  -0.05  3.86  1.31  0.81
O  -0.63  3.20  0.40  -0.38
C  -0.76  4.20  2.52  0.92
C  -0.15  4.91  3.57  -0.45
C  -0.85  5.14  4.74  -0.87
C  -2.15  4.68  4.88  -0.44
C  -2.77  3.99  3.84  -0.89
C  -2.09  3.76  2.67  0.01
H  1.76  3.83  0.19  0.28
H  1.97  3.77  1.96  0.46
H  1.53  5.28  1.18  0.46
H  0.86  5.28  3.47  0.45
H  -0.38  5.68  5.55  0.44
H  -2.68  4.85  5.81  0.44
H  -3.79  3.65  3.96  0.46
H  -2.57  3.23  1.85  0.27
N  -2.68  -0.06  1.23  -0.34
C  -2.12  0.64  0.47  0.54
H  -3.15  -0.65  1.88  0.26

---

2.
DFT (ωB97M-V with the def2-TZVPD basis set) results for an isolated molecule of C2H9P3.

Results
* total energy: -30083.8480 eV
* structure (SMILES): CCP(P)#[PH2]
* HOMO-LUMO gap: 9.2 eV
* 2S+1: 1
* energy relative to the best compared isomer or geometry (same formula, charge and spin): 66.15 kJ/mol

Each line ends with the Mulliken charge.
Positions of all 14 atoms, in Å:
C  2.11  0.39  0.13  -0.91
C  0.74  0.95  -0.43  -1.03
P  -2.39  0.64  -0.46  -0.14
P  -0.57  -2.05  -0.30  -0.11
P  -0.72  -0.06  0.78  0.04
H  2.33  -0.53  -0.47  0.27
H  2.85  1.32  0.11  0.26
H  2.08  0.15  1.15  0.37
H  0.44  0.84  -1.38  0.56
H  0.49  1.95  -0.29  0.49
H  -2.70  1.71  0.28  0.05
H  -3.44  -0.23  -0.13  0.06
H  0.31  -2.51  0.58  0.05
H  -1.52  -2.57  0.43  0.04

---

3.
DFT (ωB97M-V with the def2-TZVPD basis set) results for C17H11BrLuN4OS3 as an isolated structure.

Results
* total energy: -161988.9511 eV
* HOMO-LUMO gap: 7.0 eV
* 2S+1: 1
* energy relative to the best compared isomer or geometry (same formula, charge and spin): 3.54 kJ/mol
* charge: -1

Each line ends with the Mulliken charge.
Positions of all 38 atoms, in Å:
Lu  0.55  -1.12  -0.99  1.14
S  -1.62  -0.24  0.46  -0.38
C  -2.11  -1.70  1.23  0.93
S  -1.82  -3.27  0.59  -0.17
C  -2.86  -1.62  2.40  -0.11
C  -3.18  -0.35  3.00  0.03
N  -3.45  0.65  3.51  -0.57
C  -3.34  -2.80  3.07  -0.08
N  -3.72  -3.75  3.60  -0.55
O  5.83  -0.85  1.69  -0.52
C  4.49  -0.93  1.46  1.13
C  3.60  -1.32  2.47  -0.55
C  2.26  -1.40  2.16  -0.71
N  1.83  -1.08  0.94  -0.26
C  2.66  -0.71  -0.06  -0.29
Br  1.46  -1.96  -3.37  -0.62
C  4.02  -0.63  0.19  -0.58
H  6.01  -1.12  2.60  0.28
H  3.96  -1.57  3.46  0.29
H  1.53  -1.70  2.90  0.40
H  4.73  -0.35  -0.58  0.41
S  -2.07  1.61  -4.13  -0.27
C  -0.99  0.44  -3.48  0.02
N  -0.45  0.73  -2.34  -0.07
C  -0.88  1.99  -1.90  -0.41
C  -0.47  2.60  -0.72  -0.17
C  -0.98  3.84  -0.42  -0.68
C  -1.88  4.48  -1.29  -0.49
C  -2.29  3.89  -2.46  -0.45
C  -1.77  2.62  -2.76  0.70
H  -0.76  -0.49  -3.99  0.32
H  0.21  2.11  -0.04  0.43
H  -0.69  4.33  0.51  0.38
H  -2.28  5.45  -1.02  0.36
H  -2.98  4.38  -3.13  0.38
C  -0.84  -3.07  -0.88  -1.04
H  -0.20  -3.96  -0.91  0.43
H  -1.48  -3.11  -1.77  0.35

---

4.
DFT (ωB97M-V with the def2-TZVPD basis set) results for a 7-piece molecular cluster, C6H28N2O6 overall.

Results
* total energy: -21940.6382 eV
* structure (SMILES): CCNCCCCN.O.O.O.O.O.O
* HOMO-LUMO gap: 9.5 eV
* 2S+1: 1
* energy relative to the best compared isomer or geometry (same formula, charge and spin): 218.89 kJ/mol

Each line ends with the Mulliken charge.
Positions of all 42 atoms, in Å:
C  -0.28  -0.53  0.39  -0.15
N  -0.79  0.47  1.34  -0.13
C  -0.31  1.83  1.11  -0.43
C  -1.11  2.65  0.07  -0.93
C  -1.30  -1.07  -0.61  -0.35
C  -0.70  -1.86  -1.79  -0.68
C  0.21  -0.97  -2.70  -0.68
N  -0.04  0.46  -2.78  -0.48
H  0.70  -0.29  -0.03  0.18
H  -0.01  -1.41  0.98  -0.33
H  -1.80  0.42  1.32  0.23
H  0.78  1.90  1.14  0.31
H  -0.59  2.36  2.03  0.39
H  -0.79  3.69  0.13  0.42
H  -0.81  2.38  -0.94  0.22
H  -2.16  2.49  0.30  0.09
H  -1.90  -0.27  -1.05  0.24
H  -1.99  -1.74  -0.11  0.58
H  -1.47  -2.39  -2.35  0.40
H  -0.04  -2.63  -1.39  0.19
H  1.20  -1.18  -2.28  0.25
H  0.26  -1.39  -3.70  0.42
H  -0.93  0.66  -3.22  0.25
H  0.03  0.79  -1.83  0.02
H  1.88  -3.01  0.35  0.29
H  2.89  -1.86  0.05  0.32
O  2.33  -2.25  0.74  -0.65
H  -4.42  0.28  -0.70  0.30
H  -4.25  1.75  -0.13  0.33
O  -4.35  0.82  0.09  -0.63
H  1.61  2.25  -2.43  0.35
H  2.01  3.71  -2.00  0.30
O  2.34  2.87  -2.34  -0.67
H  2.78  -0.49  1.39  0.38
H  3.09  0.86  0.53  0.30
O  3.43  0.04  0.91  -0.65
H  0.37  -2.85  2.89  0.28
H  1.82  -3.18  2.55  0.34
O  0.93  -3.56  2.54  -0.64
H  0.05  0.33  3.20  0.42
H  0.90  -0.46  4.21  0.28
O  0.43  0.37  4.10  -0.71

---

5.
DFT (ωB97M-V with the def2-TZVPD basis set) results for C22H33MnN6O3SSi as an isolated structure.

Results
* total energy: -88453.5657 eV
* HOMO-LUMO gap (spin up / spin down): 6.8 / 7.7 eV
* 2S+1: 5
* energy relative to the best compared isomer or geometry (same formula, charge and spin): 19.88 kJ/mol
* charge: +2

Each line ends with the Mulliken charge.
Positions of all 67 atoms, in Å:
Mn  0.29  -0.21  0.38  -0.02
N  4.11  -1.63  0.78  -0.07
C  4.53  -0.46  0.18  -0.69
C  3.41  0.26  -0.09  -0.33
N  2.32  -0.46  0.33  0.18
C  2.77  -1.59  0.85  0.16
C  1.79  -2.51  1.39  0.25
N  0.53  -2.10  1.40  0.01
C  -0.23  -3.17  1.80  -0.21
C  0.59  -4.22  2.07  -0.84
N  1.87  -3.78  1.79  -0.07
H  4.71  -2.36  1.12  0.19
H  5.57  -0.25  0.00  0.42
H  3.30  1.23  -0.55  0.55
H  -1.30  -3.13  1.85  0.48
H  0.39  -5.22  2.41  0.43
H  2.71  -4.35  1.86  0.18
N  -3.62  2.48  1.78  0.04
C  -3.58  1.95  0.37  -1.01
C  -2.15  1.55  0.05  0.16
N  -1.63  0.53  1.00  0.01
C  -1.74  1.01  2.39  -0.53
C  -3.15  1.44  2.76  -0.83
H  -4.57  2.78  2.02  0.41
H  -3.03  3.31  1.84  0.11
H  -3.92  2.73  -0.30  0.43
H  -4.27  1.11  0.32  0.37
H  -1.49  2.41  0.11  -0.05
H  -2.11  1.16  -0.97  0.30
H  -2.16  -0.34  0.85  0.66
H  -1.04  1.84  2.50  0.18
H  -1.43  0.22  3.07  0.39
H  -3.17  1.88  3.75  0.45
H  -3.86  0.62  2.71  0.38
C  2.05  4.96  2.76  -0.98
Si  1.00  4.64  1.26  -0.21
C  -0.82  4.96  1.65  -0.85
C  1.55  5.57  -0.24  -0.99
C  1.01  2.81  0.88  0.19
C  0.74  1.66  0.59  0.35
H  1.98  6.00  3.06  0.35
H  3.10  4.74  2.55  0.31
H  1.74  4.34  3.61  0.34
H  -0.99  6.00  1.95  0.50
H  -1.14  4.33  2.48  0.16
H  -1.44  4.77  0.76  0.30
H  1.50  6.65  -0.05  0.34
H  0.92  5.35  -1.10  0.35
H  2.58  5.33  -0.50  0.33
C  0.76  -5.92  -4.97  -1.40
C  0.26  -4.75  -4.18  0.83
C  1.15  -3.89  -3.52  -0.91
C  0.69  -2.80  -2.80  -0.27
C  -0.67  -2.56  -2.74  0.12
C  -1.58  -3.38  -3.40  -0.73
C  -1.10  -4.47  -4.11  -0.77
S  -1.31  -1.24  -1.79  1.86
O  -0.22  -0.21  -1.66  -0.72
O  -2.50  -0.71  -2.41  -0.69
O  -1.53  -1.75  -0.42  -0.66
H  1.83  -6.06  -4.84  0.36
H  0.58  -5.76  -6.04  0.33
H  0.25  -6.83  -4.68  0.36
H  2.21  -4.08  -3.59  0.33
H  1.39  -2.12  -2.33  0.49
H  -2.64  -3.16  -3.37  0.46
H  -1.80  -5.12  -4.63  0.42